(1)
Formula: C5H8S
Source: OMol25
Level of theory: wB97M-V/def2-TZVPD

XYZ file:
```
14
Properties=species:S:1:pos:R:3:forces:R:3
C 1.601 -0.857 -1.105 0.570 -2.051 1.161
C 2.586 0.253 -1.122 -0.131 -1.557 0.185
C 1.205 0.497 -0.672 -0.829 2.077 -0.155
C -2.196 0.102 0.597 -2.925 -2.394 -4.095
C -1.357 0.655 1.343 1.367 3.088 4.843
S 2.588 0.344 0.679 1.445 0.824 0.386
H 1.181 -1.154 -2.016 -0.606 -0.103 -1.432
H 1.686 -1.748 -0.442 0.164 0.769 -0.192
H 3.332 0.378 -1.885 0.264 0.858 0.320
H -3.277 0.099 0.706 0.165 -0.111 0.420
H -1.835 -0.342 -0.329 -0.175 -0.044 -0.078
H 3.076 1.635 0.893 -0.711 -0.849 -0.391
H -0.337 0.796 1.137 1.113 -0.236 -0.428
H -1.707 1.141 2.279 0.290 -0.271 -0.545
```
Positions in Å, forces in eV/Å.

Output
Spin multiplicity: 1
HOMO in eV: -8.417
ΔE to the lowest compared entry with this formula, charge and spin in kcal/mol: 136.3
Lowest unoccupied orbital energy in eV: 0.42

=====

(2)
Formula: C4H8NO3
Source: OMol25
Level of theory: wB97M-V/def2-TZVPD

XYZ file:
```
16
Properties=species:S:1:pos:R:3:forces:R:3
C -2.225 -0.134 -0.099 -0.384 -0.547 1.094
C -1.314 -1.365 -0.167 0.099 2.617 0.000
C -1.042 0.685 -0.516 1.125 2.268 -1.643
C -0.217 -0.585 -0.489 -0.775 -1.555 -0.054
N 3.358 -0.259 0.119 -0.290 0.109 -0.637
O 2.680 0.861 -0.510 0.197 0.500 1.074
O -0.666 1.969 0.147 -4.740 -2.107 1.139
O 0.949 -0.796 -0.906 0.163 -0.007 0.101
H -3.088 -0.088 -0.743 -0.376 0.017 -0.649
H -2.590 0.096 0.886 -0.188 0.357 0.760
H -1.559 -2.357 0.049 -0.032 -1.509 -0.073
H 2.839 -0.552 0.978 0.120 0.396 -1.210
H -1.067 1.031 -1.565 -0.476 -0.450 -0.030
H 3.209 -0.984 -0.603 -0.002 0.128 1.015
H 0.207 2.078 -0.016 4.327 0.502 -0.718
H 1.730 0.537 -0.660 1.230 -0.720 -0.167
```
Positions in Å, forces in eV/Å.

Output
Spin multiplicity: 1
Total charge: -1
HOMO in eV: -3.147
ΔE to the lowest compared entry with this formula, charge and spin in kcal/mol: 130.2
Lowest unoccupied orbital energy in eV: 4.18

=====

(3)
Formula: C49H61CsN6O2S
Source: OMol25
Level of theory: wB97M-V/def2-TZVPD

XYZ file:
```
120
Properties=species:S:1:pos:R:3:forces:R:3
Cs 0.576 -1.464 0.688 -0.080 -2.080 -0.609
C 0.360 6.971 1.352 0.027 -0.039 -0.011
C 1.142 6.035 0.420 0.048 0.037 -0.012
C 0.634 6.247 -1.009 0.011 -0.085 0.120
C 2.632 6.414 0.450 -0.064 -0.026 -0.003
C 0.978 4.588 0.879 -0.216 0.013 -0.377
C 0.426 3.615 0.094 0.016 0.201 0.115
C 0.413 2.254 0.495 -0.183 0.172 0.252
N 0.024 1.272 -0.325 0.078 0.143 -0.394
C -0.888 1.416 -1.273 0.296 0.039 0.199
C -1.984 2.316 -1.163 -0.369 0.207 -0.189
C -2.983 2.327 -2.089 0.187 0.303 0.435
C -2.895 1.401 -3.171 0.328 -0.308 -0.214
C -1.880 0.510 -3.371 -0.570 -0.092 -0.169
C -0.735 0.551 -2.463 0.375 -0.068 0.146
O 0.352 0.012 -2.677 -0.241 -0.023 -0.067
C -2.014 -0.485 -4.539 -0.008 -0.070 -0.138
C -1.999 0.299 -5.862 0.022 0.020 0.062
C -3.351 -1.234 -4.407 -0.016 0.038 0.073
C -0.924 -1.563 -4.614 0.029 0.141 0.173
C -4.180 3.270 -2.013 -0.050 0.037 -0.005
C -5.500 2.484 -2.041 0.082 -0.020 -0.004
C -4.158 4.119 -0.741 0.056 -0.074 -0.050
C -4.132 4.212 -3.227 0.010 -0.046 0.035
C 0.977 1.847 1.783 -0.085 -0.273 -0.226
O 0.965 0.646 2.117 0.250 1.475 0.772
C 1.488 2.917 2.627 0.221 0.358 0.184
C 1.472 4.202 2.157 -0.050 -0.213 0.192
C 2.083 2.568 3.992 0.051 -0.062 0.115
C 1.038 1.855 4.868 -0.017 -0.002 -0.109
C 2.556 3.815 4.743 -0.005 -0.045 -0.038
C 3.298 1.639 3.810 -0.111 0.028 -0.089
H 0.476 8.014 1.039 0.015 0.011 0.016
H 0.711 6.882 2.382 -0.028 0.022 0.001
H -0.702 6.720 1.333 -0.003 0.010 0.018
H 0.808 7.281 -1.317 -0.004 0.012 0.023
H -0.437 6.047 -1.080 0.005 -0.026 -0.040
H 1.157 5.589 -1.705 -0.027 0.022 -0.055
H 2.783 7.428 0.067 -0.005 0.011 0.018
H 3.202 5.718 -0.167 0.032 0.027 -0.004
H 3.033 6.369 1.464 0.017 -0.005 -0.010
H 0.065 3.823 -0.905 0.045 0.058 -0.010
H -2.034 2.908 -0.258 -0.019 0.032 -0.048
H -3.722 1.384 -3.874 0.017 0.013 -0.006
H -2.826 1.013 -5.917 0.009 -0.007 -0.010
H -2.082 -0.389 -6.708 -0.008 -0.004 -0.001
H -1.064 0.855 -5.961 -0.003 -0.004 -0.019
H -4.207 -0.555 -4.377 0.003 -0.033 -0.022
H -3.352 -1.833 -3.495 -0.016 -0.014 -0.015
H -3.484 -1.911 -5.256 0.016 -0.004 -0.009
H 0.056 -1.131 -4.793 0.060 -0.005 0.001
H -1.167 -2.251 -5.429 -0.045 0.014 0.020
H -0.867 -2.136 -3.688 0.036 -0.041 -0.019
H -5.546 1.787 -1.202 -0.012 -0.004 -0.007
H -5.602 1.909 -2.963 -0.035 -0.012 0.020
H -6.350 3.169 -1.972 -0.013 0.000 -0.009
H -4.211 3.488 0.148 0.010 0.038 0.022
H -5.012 4.800 -0.730 -0.013 -0.008 -0.023
H -3.246 4.716 -0.685 -0.011 0.018 0.036
H -4.151 3.645 -4.160 -0.015 0.029 -0.020
H -3.211 4.799 -3.212 -0.012 0.013 -0.004
H -4.986 4.897 -3.222 -0.005 -0.007 -0.003
H 1.874 4.985 2.789 0.013 -0.040 -0.045
H 0.180 2.507 5.059 0.020 0.010 -0.016
H 1.482 1.576 5.827 0.017 0.016 0.001
H 0.692 0.949 4.376 -0.024 -0.040 0.025
H 1.739 4.525 4.905 0.030 0.005 0.012
H 3.364 4.320 4.206 -0.019 0.040 0.039
H 2.939 3.515 5.720 0.011 -0.009 0.012
H 2.995 0.712 3.328 0.033 -0.064 0.006
H 3.734 1.392 4.781 -0.017 0.000 0.017
H 4.064 2.126 3.199 -0.014 0.002 0.008
C -1.900 -7.042 -3.567 -0.009 0.191 0.064
C -1.976 -5.567 -3.968 0.038 0.036 0.121
N -2.267 -4.691 -2.843 0.102 -0.332 -0.063
C -1.312 -4.498 -1.832 0.106 0.289 0.170
S -1.921 -4.144 -0.280 -0.004 0.253 0.140
N -0.075 -4.680 -2.204 -0.237 -0.672 -1.200
N 0.982 -4.093 -1.670 0.189 0.440 0.794
C 2.102 -4.735 -1.663 -0.598 -0.425 -0.179
C 2.202 -6.190 -2.059 -0.062 0.239 0.010
C 3.311 -3.993 -1.319 0.496 0.255 0.122
C 4.587 -4.540 -1.542 -0.196 0.002 0.004
C 5.711 -3.792 -1.247 0.051 0.104 0.036
C 5.563 -2.511 -0.735 0.012 -0.106 -0.039
C 4.266 -2.051 -0.543 0.093 0.041 0.015
N 3.186 -2.757 -0.817 -0.179 0.021 -0.032
H -1.659 -7.685 -4.417 0.001 0.009 -0.007
H -2.850 -7.369 -3.135 -0.009 -0.037 -0.045
H -1.131 -7.154 -2.803 0.042 -0.073 -0.012
H -2.754 -5.418 -4.723 0.002 0.041 -0.004
H -1.025 -5.250 -4.394 -0.014 0.001 -0.030
H -3.174 -4.837 -2.428 -0.059 -0.005 0.056
H 1.203 -6.617 -2.028 0.016 -0.041 -0.023
H 2.847 -6.742 -1.374 0.054 -0.007 -0.030
H 2.587 -6.301 -3.079 0.037 -0.063 0.016
H 4.688 -5.534 -1.958 -0.005 -0.007 0.019
H 6.699 -4.203 -1.421 -0.004 -0.014 0.005
H 6.418 -1.896 -0.489 -0.021 0.018 0.012
H 4.086 -1.054 -0.148 0.045 -0.028 0.038
C -2.921 -3.257 4.167 -0.057 -0.023 0.006
C -2.379 -3.620 5.391 0.048 0.023 -0.024
C -1.012 -3.528 5.581 -0.073 -0.016 -0.038
C -0.193 -3.052 4.544 -0.128 -0.011 0.016
N -0.736 -2.719 3.366 -0.120 0.153 -0.061
C -2.042 -2.823 3.184 -0.118 -0.112 0.128
C 1.277 -2.885 4.674 0.617 0.094 0.126
C 1.883 -2.911 5.941 -0.305 -0.015 -0.028
C 3.249 -2.727 6.071 0.080 -0.007 0.141
C 4.019 -2.512 4.931 0.127 0.045 -0.168
C 3.406 -2.487 3.682 -0.003 -0.078 0.506
C 2.028 -2.675 3.501 -0.132 0.058 -0.713
H -3.985 -3.322 3.975 0.018 0.000 -0.026
H -3.018 -3.981 6.191 0.008 -0.012 0.003
H -0.583 -3.834 6.525 0.044 0.012 -0.008
H -2.407 -2.561 2.194 -0.018 0.002 0.028
H 1.292 -3.051 6.845 0.047 0.019 0.015
H 3.711 -2.741 7.054 -0.011 0.006 -0.004
H 5.094 -2.358 5.026 -0.023 -0.008 0.033
H 4.037 -2.308 2.808 0.049 -0.015 0.041
```
Positions in Å, forces in eV/Å.

Output
Spin multiplicity: 1
Total charge: -2
HOMO (alpha / beta) in eV: -0.750 / -0.750
ΔE to the lowest compared entry with this formula, charge and spin in kcal/mol: 13.1
Lowest unoccupied orbital energy (alpha / beta) in eV: 3.38 / 3.38

=====

no.,DFT total energy (eV)
1,-16143.729
2,-11907.647
3,-76221.633